(1)
C4H9NO | ωB97M-V/def2-TZVPD

Computed properties:
Orbital gap in eV: 10.38
HOMO energy in eV: -9.421

Each line ends with the natural charge from an NBO analysis.
Atoms and positions in Å:
C (-0.873, -0.012, 0.997)  -0.571
C (-0.173, -0.443, -0.305)  -0.053
C (-0.868, -0.504, -1.675)  -0.618
N (0.733, 0.712, -0.250)  -0.733
C (1.698, 0.595, 0.802)  0.536
O (2.463, -0.328, 0.919)  -0.520
H (-1.523, 0.846, 0.712)  0.219
H (0.088, 0.176, 1.660)  0.187
H (-1.397, -0.686, 1.656)  0.203
H (0.346, -1.400, -0.145)  0.189
H (-0.106, -0.673, -2.455)  0.214
H (-1.380, 0.433, -1.921)  0.209
H (-1.588, -1.326, -1.765)  0.222
H (1.137, 1.043, -1.103)  0.389
H (1.732, 1.478, 1.469)  0.128

---

(2)
C2HClO4 | ωB97M-V/def2-TZVPD

Computed properties:
Orbital gap in eV: 7.57
HOMO energy in eV: -9.226

Each line ends with the natural charge from an NBO analysis.
Atoms and positions in Å:
C (-0.963, 0.285, -0.698)  0.762
C (0.499, -0.331, -0.186)  0.412
O (-1.214, 0.324, -1.867)  -0.557
O (-1.612, 0.583, 0.329)  -0.254
O (-0.901, 0.356, 1.569)  -0.498
O (1.512, 0.459, -0.015)  -0.606
Cl (0.617, -1.936, 0.037)  0.201
H (2.060, 0.261, 0.833)  0.540

---

Number 1: E -287.74456 hartree. Number 2: E -837.75835 hartree.